Entry 1:
{
  "formula": "C30H55AsAuClN3OP",
  "method": "ωB97M-V with the def2-TZVPD basis set",
  "lumo_energy_ha": [0.006, 0.024],
  "gap_ev": [6.6, 6.9],
  "mol_weight_g_mol": 812.1,
  "fmax_ev_per_a": 0.36,
  "total_charge": 0,
  "species": ["Au", "C", "C", "As", "C", "C", "C", "C", "H", "H", "H", "H", "H", "H", "H", "H", "H", "H", "H", "H", "H", "H", "H", "O", "P", "N", "C", "C", "C", "C", "N", "C", "C", "C", "C", "N", "C", "C", "C", "C", "H", "H", "H", "H", "H", "H", "H", "H", "H", "H", "H", "H", "H", "H", "H", "H", "H", "H", "H", "H", "H", "H", "H", "H", "C", "C", "C", "C", "C", "H", "H", "H", "H", "H", "H", "H", "H", "H", "H", "Cl", "C", "C", "C", "C", "C", "C", "C", "H", "H", "H", "H", "H", "H"],
  "xyz": [[0.140, 0.343, -1.419], [4.840, 1.384, -0.900], [4.213, 0.027, -0.635], [2.534, -0.351, -1.571], [3.035, -0.066, -3.437], [4.296, -0.764, -3.918], [2.559, -2.301, -1.411], [2.535, -2.738, 0.048], [5.844, 1.427, -0.472], [4.253, 2.184, -0.453], [4.928, 1.595, -1.967], [4.021, -0.121, 0.428], [4.879, -0.781, -0.954], [3.110, 1.019, -3.547], [2.158, -0.363, -4.017], [5.170, -0.473, -3.332], [4.507, -0.505, -4.958], [4.209, -1.850, -3.863], [3.439, -2.693, -1.927], [1.670, -2.642, -1.946], [3.473, -2.492, 0.549], [2.407, -3.821, 0.124], [1.735, -2.245, 0.600], [0.569, -0.568, 1.571], [-0.736, -0.544, 2.273], [-0.590, -0.721, 3.912], [0.265, -1.763, 4.479], [-0.227, -1.874, 5.917], [-0.601, -0.432, 6.252], [-1.222, 0.090, 4.953], [-1.555, 0.872, 2.087], [-3.004, 1.031, 1.979], [-3.173, 2.536, 1.779], [-2.025, 3.119, 2.599], [-0.880, 2.157, 2.298], [-1.759, -1.755, 1.776], [-2.759, -2.341, 2.683], [-3.062, -3.719, 2.085], [-1.784, -4.059, 1.325], [-1.414, -2.713, 0.720], [1.320, -1.470, 4.434], [0.162, -2.697, 3.920], [0.520, -2.296, 6.588], [-1.115, -2.510, 5.958], [0.296, 0.142, 6.492], [-1.285, -0.348, 7.096], [-1.022, 1.155, 4.815], [-2.311, -0.041, 4.955], [-3.524, 0.700, 2.889], [-3.397, 0.450, 1.143], [-4.156, 2.891, 2.087], [-3.039, 2.781, 0.722], [-2.276, 3.090, 3.663], [-1.783, 4.149, 2.339], [-0.144, 2.094, 3.104], [-0.338, 2.453, 1.401], [-3.658, -1.721, 2.749], [-2.348, -2.432, 3.692], [-3.896, -3.649, 1.383], [-3.333, -4.446, 2.851], [-1.929, -4.833, 0.571], [-1.000, -4.395, 2.010], [-2.001, -2.520, -0.183], [-0.366, -2.603, 0.451], [-3.992, -0.605, -2.523], [-2.520, -0.358, -2.870], [-2.418, 0.851, -3.804], [-1.961, -1.585, -3.608], [-1.724, -0.145, -1.599], [-4.582, -0.815, -3.419], [-4.425, 0.267, -2.027], [-4.093, -1.460, -1.849], [-2.983, 0.654, -4.719], [-1.380, 1.043, -4.076], [-2.826, 1.754, -3.346], [-2.513, -1.770, -4.534], [-2.027, -2.477, -2.981], [-0.908, -1.431, -3.848], [-2.368, 0.107, -0.749], [2.205, 3.698, 0.045], [2.206, 3.643, -1.703], [3.303, 4.165, -2.368], [3.340, 4.150, -3.753], [2.260, 3.620, -4.453], [1.177, 3.101, -3.771], [1.114, 3.080, -2.367], [-0.046, 2.516, -1.674], [4.120, 4.577, -1.790], [4.195, 4.559, -4.274], [2.261, 3.615, -5.535], [0.341, 2.690, -4.325], [-0.956, 2.636, -2.253], [-0.175, 2.882, -0.665]],
  "lowdin_charge": [0.7803, -0.1688, -0.4041, 1.1277, -0.4192, -0.1609, -0.4253, -0.1803, 0.0746, 0.0090, 0.0571, 0.0676, 0.0661, 0.0407, 0.0610, 0.0597, 0.0707, 0.0582, 0.0559, 0.0574, 0.0621, 0.0703, 0.0163, -0.3207, 0.5115, -0.2051, -0.1994, -0.1752, -0.1658, -0.1909, -0.1878, -0.2068, -0.1637, -0.1637, -0.1975, -0.1673, -0.1889, -0.1674, -0.1691, -0.2009, 0.1183, 0.1100, 0.1089, 0.1070, 0.1131, 0.1083, 0.0951, 0.1091, 0.1020, 0.0943, 0.1096, 0.1119, 0.1071, 0.1117, 0.1093, 0.0743, 0.1027, 0.0974, 0.1102, 0.1078, 0.1099, 0.1098, 0.0921, 0.0816, -0.0753, -0.7025, -0.0747, -0.0812, -0.1904, 0.0808, 0.0794, 0.0757, 0.0847, 0.0566, 0.0812, 0.0801, 0.0731, 0.0615, 0.0095, 0.6963, -0.6124, -0.1335, -0.1025, -0.1019, -0.0659, -0.3590, -0.2217, 0.1036, 0.0980, 0.1011, 0.1019, 0.0272, -0.0083]
}

=====

Entry 2:
{
  "formula": "C39H51AsN4O9SSr",
  "method": "ωB97M-V with the def2-TZVPD basis set",
  "lumo_energy_ha": 0.152,
  "e_above_lowest_kj_mol": 40.7,
  "gap_ev": 7.3,
  "mol_weight_g_mol": 914.5,
  "fmax_ev_per_a": 1.05,
  "total_charge": -2,
  "species": ["Sr", "O", "C", "O", "C", "N", "C", "C", "N", "C", "C", "N", "C", "C", "N", "C", "C", "C", "C", "O", "O", "C", "C", "O", "O", "C", "C", "O", "O", "H", "H", "H", "H", "H", "H", "H", "H", "H", "H", "H", "H", "H", "H", "H", "H", "H", "H", "H", "H", "H", "H", "H", "H", "C", "As", "C", "C", "C", "C", "C", "C", "C", "C", "H", "H", "H", "H", "H", "H", "H", "H", "H", "H", "H", "H", "H", "O", "S", "C", "C", "C", "C", "C", "C", "C", "C", "C", "C", "C", "C", "C", "C", "H", "H", "H", "H", "H", "H", "H", "H", "H", "H", "H", "H", "H", "H"],
  "xyz": [[0.587, 1.075, 0.291], [0.377, 2.126, -4.059], [0.647, 1.641, -2.961], [-0.090, 1.604, -1.952], [2.051, 1.039, -2.751], [2.726, 1.599, -1.576], [3.038, 3.007, -1.743], [1.882, 3.978, -1.505], [1.215, 3.816, -0.224], [2.018, 4.362, 0.851], [1.580, 3.959, 2.254], [1.700, 2.528, 2.496], [3.062, 2.163, 2.846], [3.458, 0.721, 2.538], [3.247, 0.329, 1.155], [4.237, 0.920, 0.275], [3.907, 0.834, -1.212], [3.203, -1.124, 1.014], [2.402, -1.632, -0.206], [2.835, -2.606, -0.818], [1.360, -0.986, -0.442], [0.726, 2.058, 3.492], [0.573, 0.520, 3.494], [0.809, -0.079, 4.546], [0.207, 0.017, 2.413], [-0.124, 4.399, -0.250], [-1.111, 3.857, 0.812], [-1.812, 4.679, 1.399], [-1.102, 2.611, 0.955], [2.651, 1.197, -3.667], [1.914, -0.026, -2.571], [3.428, 3.191, -2.763], [3.855, 3.244, -1.056], [1.137, 3.861, -2.291], [2.288, 5.006, -1.610], [2.039, 5.469, 0.786], [3.044, 4.020, 0.699], [0.545, 4.257, 2.429], [2.190, 4.535, 2.982], [3.234, 2.338, 3.927], [3.732, 2.848, 2.315], [2.882, 0.047, 3.173], [4.522, 0.595, 2.831], [5.228, 0.449, 0.448], [4.340, 1.974, 0.545], [3.749, -0.205, -1.503], [4.794, 1.177, -1.781], [2.688, -1.514, 1.892], [4.220, -1.556, 0.985], [-0.243, 2.467, 3.212], [1.005, 2.395, 4.507], [-0.541, 4.132, -1.222], [-0.076, 5.499, -0.170], [-2.049, -3.536, 5.171], [-1.502, -2.127, 3.886], [-2.719, -2.732, 2.453], [0.140, -2.974, 3.176], [0.045, -4.401, 2.813], [-0.249, -4.776, 1.504], [-0.351, -6.109, 1.149], [-0.159, -7.103, 2.097], [0.142, -6.747, 3.402], [0.245, -5.412, 3.752], [-2.089, -4.525, 4.719], [-3.038, -3.273, 5.545], [-1.362, -3.552, 6.016], [-2.763, -3.818, 2.373], [-2.358, -2.316, 1.511], [-3.714, -2.330, 2.648], [0.895, -2.780, 3.942], [0.386, -2.346, 2.318], [-0.368, -4.007, 0.753], [-0.565, -6.370, 0.123], [-0.232, -8.147, 1.817], [0.305, -7.512, 4.152], [0.484, -5.137, 4.773], [-1.466, -0.262, -0.101], [-2.936, -0.206, -0.323], [-3.306, 1.445, -1.042], [-3.805, 1.570, -2.442], [-5.141, 1.315, -2.742], [-5.614, 1.447, -4.037], [-4.754, 1.862, -5.044], [-3.432, 2.143, -4.744], [-2.954, 1.994, -3.453], [-3.299, -1.411, -1.655], [-2.254, -1.616, -2.712], [-0.996, -2.097, -2.374], [-0.023, -2.266, -3.346], [-0.310, -1.966, -4.667], [-1.571, -1.504, -5.017], [-2.539, -1.332, -4.043], [-2.358, 1.966, -0.896], [-4.026, 1.868, -0.337], [-5.815, 1.015, -1.951], [-6.655, 1.236, -4.255], [-5.122, 1.968, -6.059], [-2.741, 2.453, -5.515], [-1.913, 2.171, -3.242], [-4.266, -1.136, -2.083], [-3.438, -2.332, -1.082], [-0.736, -2.272, -1.346], [0.960, -2.584, -3.032], [0.459, -2.062, -5.425], [-1.791, -1.241, -6.044], [-3.516, -0.950, -4.311]],
  "lowdin_charge": [1.4900, -0.0170, -0.7048, -0.1631, -0.0996, -0.1768, -0.1685, -0.1748, -0.1873, -0.1756, -0.1704, -0.1814, -0.1725, -0.1736, -0.1798, -0.1714, -0.1704, -0.0986, -0.7188, -0.0185, -0.1897, -0.0984, -0.7421, -0.0659, -0.1969, -0.1031, -0.7185, -0.0203, -0.1832, 0.1236, 0.1064, 0.1283, 0.0995, 0.1046, 0.1256, 0.1251, 0.0969, 0.1107, 0.1258, 0.1283, 0.0992, 0.1044, 0.1262, 0.1246, 0.0966, 0.1124, 0.1249, 0.1164, 0.1230, 0.1142, 0.1209, 0.1190, 0.1218, -0.3589, 1.2068, -0.3306, -0.3356, -0.3042, -0.0437, -0.0913, -0.1240, -0.1127, -0.0765, 0.0002, -0.0012, 0.0054, 0.0132, -0.0151, 0.0094, 0.0742, 0.0543, 0.1134, 0.0966, 0.0850, 0.0890, 0.1059, -0.6075, 0.9705, -0.2426, -0.2633, -0.0747, -0.1118, -0.1165, -0.0743, -0.0108, -0.2664, -0.2514, -0.0301, -0.0623, -0.0930, -0.0925, -0.0559, 0.0667, 0.0976, 0.1094, 0.0898, 0.0891, 0.1054, 0.0889, 0.0790, 0.0853, 0.0951, 0.1007, 0.0942, 0.0931, 0.1009]
}